C4H16N2O2 | the ωB97M-V functional and the def2-TZVPD basis

Each line ends with the Mulliken charge.
Positions of all 24 atoms, in Å:
C: 2.28897 -0.45526 1.19616  -0.79
N: 2.11302 0.98408 0.88218  -0.52
C: 0.89369 1.25885 -0.02769  0.51
C: 0.85718 0.35576 -1.30485  -1.20
C: -0.36358 0.91822 0.77146  -0.99
N: -1.65529 1.08169 0.05686  -0.52
H: 2.30141 -1.00430 0.23177  0.25
H: 3.18122 -0.75205 1.76722  0.36
H: 1.41839 -0.77229 1.79555  0.23
H: 2.97058 1.32701 0.43278  0.30
H: 1.02688 2.22193 -0.46522  0.34
H: 0.78615 1.09337 -2.13524  0.35
H: 0.11368 -0.46769 -1.30865  0.27
H: 1.88540 -0.05861 -1.54542  0.38
H: -0.37632 -0.06395 1.29519  0.23
H: -0.37349 1.61051 1.63499  0.36
H: -1.54339 1.92008 -0.52667  0.22
H: -2.42490 1.37876 0.63824  0.23
O: -1.98091 -2.78955 0.78961  -0.64
H: -2.83561 -2.42771 0.58359  0.32
H: -1.38373 -2.59811 0.06556  0.33
O: -2.16109 -1.28784 -1.73269  -0.66
H: -1.79730 -0.66289 -1.09199  0.37
H: -2.94099 -0.81003 -2.00272  0.28

HOMO-LUMO gap: 9.647 eV
Calculated total energy: -11481.6112 eV
Structure (SMILES): CN[C@@H](C)CN.O.O
Net charge: 0
Energy above the lowest of the compared OMol25 structures with the same formula, charge and spin: 31.4 kcal per mole

C4H16N2O2 | the ωB97M-V functional and the def2-TZVPD basis

Each line ends with the Mulliken charge.
Positions of all 24 atoms, in Å:
C: 0.62663 -1.28111 -2.02946  -1.36
C: 0.51349 -0.78028 -0.54577  0.55
N: 1.83346 -0.28579 -0.04899  -0.54
C: -0.54475 0.40802 -0.60077  -0.68
C: -1.31530 0.73672 0.64421  -0.49
N: -0.30796 1.10534 1.73607  -0.56
H: -0.34572 -1.26725 -2.54369  0.39
H: 1.44563 -0.90446 -2.78929  0.26
H: 0.81781 -2.42430 -2.03715  0.32
H: 0.24462 -1.66416 0.13887  0.23
H: 2.08297 0.63013 -0.42937  0.14
H: 2.54558 -1.04013 -0.17593  0.23
H: -1.02056 0.25027 -1.54740  0.51
H: -0.00464 1.37845 -0.88540  0.04
H: -2.05910 1.53431 0.60187  0.31
H: -2.06790 -0.06540 0.85757  0.21
H: 0.51389 0.75034 1.82422  0.23
H: -0.73953 0.84574 2.57946  0.19
O: -2.27623 -3.11119 2.38390  -0.64
H: -2.25833 -2.95129 1.42958  0.32
H: -2.50809 -2.34255 2.96360  0.32
O: 1.75558 3.50853 -0.86346  -0.69
H: 1.42432 2.69936 -0.43633  0.39
H: 1.64413 4.27068 -0.22634  0.32

HOMO-LUMO gap: 9.856 eV
Calculated total energy: -11480.6277 eV
Structure (SMILES): C[C@@H](N)CCN.O.O
Net charge: 0
Energy above the lowest of the compared OMol25 structures with the same formula, charge and spin: 54.0 kcal per mole

- Which formula does entry 2 have?
  C4H16N2O2